15
Properties=species:S:1:pos:R:3:forces:R:3:lowdin_charge:R:1 method="wB97M-V/def2-TZVPD" multiplicity=1 homo_lumo_gap_ha=0.2893 lumo_ev=-0.14 smiles="c1ccc(C2=NP2)cc1" relative_energy_kcal_mol=21.62 homo_energy_ev=-8.01
C 1.883712 0.031397 0.266264 4.661 -0.106 -1.799 -0.424
C -0.206426 -0.778045 -0.648475 0.550 -1.832 -0.936 -0.080
N 2.908581 -0.130852 0.931405 -0.865 -0.214 1.244 -0.186
C -2.380864 0.128416 0.067989 1.526 -1.915 -1.442 -0.044
H -3.500691 0.088821 -0.027850 1.442 0.256 0.427 0.120
C -1.634786 1.051562 0.782533 1.159 0.256 -0.584 -0.081
C 0.496794 0.098897 0.126219 -1.468 1.836 1.291 -0.265
H 0.287445 -1.573503 -1.228873 0.131 0.579 0.436 0.129
H -2.167194 1.843042 1.201562 -0.686 1.231 1.027 0.077
P 3.726594 0.151472 -0.688809 -1.838 -0.944 -0.294 0.741
C -1.560894 -0.829116 -0.663204 -2.109 0.193 1.125 -0.074
H 3.832418 -1.278458 -1.124282 -0.214 1.140 0.535 -0.151
H 0.425500 1.872084 1.261205 -0.685 0.053 0.512 0.117
H -1.905417 -1.770327 -1.098388 -0.754 0.745 -0.259 0.106
C -0.204773 1.094613 0.842702 -0.849 -1.280 -1.283 0.016

14
Properties=species:S:1:pos:R:3:forces:R:3:lowdin_charge:R:1 method="wB97M-V/def2-TZVPD" multiplicity=1 homo_lumo_gap_ha="0.2743 / 0.2743" lumo_ev="-0.01 / 0.00" smiles="C1C2=C(C2)C2=C1OC2" relative_energy_kcal_mol=175.76 homo_energy_ev="-7.47 / -7.47"
H 2.487991 1.122279 -0.725749 0.036 0.018 -0.009 0.094
H 2.169206 0.775316 1.035134 -0.044 -0.056 0.113 0.106
C -0.880064 -0.692417 0.525560 -0.972 2.200 -0.763 -0.034
C -0.785911 1.192554 0.462747 -1.496 -0.633 1.524 -0.007
C 0.287390 -1.538451 0.088651 -0.229 -0.211 -0.010 -0.088
C 0.897258 -0.336624 -0.501243 -0.299 1.532 0.341 -0.108
H -2.347630 1.306805 -1.101721 0.018 -0.082 0.000 0.125
O -1.925270 -0.572728 -0.326078 0.859 -1.493 0.137 -0.033
H 0.852263 -1.996468 0.898721 0.000 0.038 -0.021 0.123
H -2.974624 1.005557 0.549481 0.071 -0.213 -0.126 0.113
C 1.797483 0.732652 0.012643 0.604 0.260 -0.301 -0.039
H -0.026042 -2.274646 -0.650412 -0.042 -0.030 0.006 0.127
C 0.354105 0.968570 -0.267065 1.056 -2.389 -1.273 -0.204
C -2.145397 0.832417 -0.141490 0.438 1.059 0.382 -0.174

16
Properties=species:S:1:pos:R:3:forces:R:3:lowdin_charge:R:1 method="wB97M-V/def2-TZVPD" multiplicity=1 homo_lumo_gap_ha=0.3469 lumo_ev=-0.62 smiles="CC1(C)Oc2c(c2=O)C1=O" relative_energy_kcal_mol=107.78 homo_energy_ev=-10.06
H 0.236456 -1.036359 -1.561331 0.291 -0.453 -0.351 0.082
C -4.253766 -0.188094 0.009883 0.418 0.533 -0.970 -0.289
H 0.869459 0.598389 -1.382151 0.020 0.068 0.519 0.089
C -0.766050 -0.046189 -0.010683 -1.124 2.264 -0.313 -0.413
H 1.125446 -0.531676 0.543005 -0.651 0.003 1.617 0.114
H 0.549237 0.912378 1.261539 0.544 2.037 0.638 0.069
C -1.828489 1.265456 0.106650 1.950 -1.632 -0.491 -0.309
H -0.633878 0.382690 -2.256155 0.388 -0.666 1.236 0.115
H -0.072277 -0.555878 1.977567 -0.128 -0.478 0.652 0.090
O -1.524705 2.404631 0.035120 0.650 1.017 -0.040 0.152
C -3.085299 0.636819 0.289418 -2.645 -6.425 0.216 0.098
O -5.345967 -0.399929 -0.408579 0.936 0.354 0.841 0.138
O -1.603349 -1.226373 0.115983 -1.398 -0.086 -0.484 0.031
C 0.245934 -0.063302 1.092128 1.274 -1.574 -2.357 0.003
C -0.029443 -0.011491 -1.375157 -1.670 0.467 -0.864 -0.005
C -2.891619 -0.839875 0.262539 1.143 4.571 0.154 0.035

14
Properties=species:S:1:pos:R:3:forces:R:3:lowdin_charge:R:1 method="wB97M-V/def2-TZVPD" multiplicity=1 homo_lumo_gap_ha="0.2433 / 0.2654" lumo_ev="-1.05 / -0.99" relative_energy_kcal_mol=212.26 homo_energy_ev="-7.67 / -8.21"
S -2.572542 1.034531 2.103977 1.300 -0.770 -1.017 0.742
H 2.026577 2.692308 1.020993 -0.512 0.026 0.473 0.078
C 2.057343 0.409924 0.280181 0.428 -2.010 -0.799 -0.201
C 1.521652 1.748244 0.921181 -0.269 -1.938 -1.579 -0.017
C -1.453177 -1.782745 -0.565495 -0.025 2.636 0.447 -0.006
H -1.563427 -0.335661 -2.263072 1.189 -0.482 1.454 0.120
C -0.884805 -0.743261 -1.422724 -3.921 0.852 -0.275 -0.039
C -1.639763 0.243507 1.074914 0.118 2.166 1.464 -0.612
C -1.609824 -0.613606 0.054054 1.091 -2.260 -3.324 -0.269
H -1.486272 -2.797465 -0.383645 0.218 -1.856 0.395 0.079
H 0.129376 -0.494360 -1.515990 1.434 -0.104 0.006 0.044
H 2.417947 -0.431666 0.930768 0.373 1.043 -0.558 0.079
H 2.378980 0.277481 -0.823081 -0.417 0.529 1.708 0.094
C 0.677935 0.792769 0.587939 -1.008 2.165 1.605 -0.092

15
Properties=species:S:1:pos:R:3:forces:R:3:lowdin_charge:R:1 method="wB97M-V/def2-TZVPD" multiplicity=1 homo_lumo_gap_ha="0.2722 / 0.2946" lumo_ev="-0.51 / -0.85" relative_energy_kcal_mol=129.53 homo_energy_ev="-7.92 / -8.87"
H 1.478984 -2.502421 -0.342119 0.106 -0.276 0.743 0.067
H -1.240851 -2.192186 -2.165928 0.424 -0.154 1.285 -0.069
H -1.695947 -0.583625 1.273573 0.050 0.771 -0.339 0.090
C -1.052624 0.304496 1.172991 -0.643 -0.866 -0.508 -0.241
H 2.204439 0.072357 -3.351094 0.656 0.873 -1.125 0.009
C 0.723724 -1.931735 -0.834527 -1.287 -0.242 0.769 -0.553
C -1.305044 1.615310 1.672553 2.283 -1.386 0.403 -0.186
S -0.901946 -2.536261 -0.852465 -0.512 -0.236 -0.986 0.764
C 0.172901 0.256628 0.665650 0.762 -2.105 -0.967 -0.430
S 1.136941 1.582020 0.864340 0.614 0.740 0.485 0.969
H -0.000947 3.288293 2.347093 -0.002 -1.203 -1.279 0.088
H -2.243793 1.655690 2.114224 -1.363 1.404 1.095 0.078
C 1.696158 -0.262066 -2.518396 -1.324 -2.032 1.458 0.145
C -0.125570 2.332130 1.750034 -1.538 2.084 0.918 -0.435
C 1.153573 -1.098632 -1.795928 1.776 2.629 -1.951 -0.295

112
Properties=species:S:1:pos:R:3:forces:R:3:lowdin_charge:R:1 method="wB97M-V/def2-TZVPD" multiplicity=1 homo_lumo_gap_ha=0.3217 lumo_ev=-0.30 homo_energy_ev=-9.05
H 0.151251 1.650006 0.466913 -0.083 0.033 -0.002 0.050
O 6.319712 0.891227 -0.921054 -0.068 -0.014 0.033 -0.053
H -4.350983 -8.500707 3.579810 0.049 0.068 -0.069 -0.007
H 4.105133 0.852075 0.626371 0.011 0.177 -0.179 0.131
S -0.556954 0.035666 -1.922778 -0.009 0.082 -0.574 0.946
H -0.157765 1.654281 -3.562901 0.252 0.094 0.048 0.074
H -1.417048 9.810246 -7.562194 -0.011 -0.004 -0.013 0.037
H -2.824057 -2.007620 -2.961644 0.139 0.010 -0.008 0.018
H -1.780671 -5.202171 3.995796 -0.045 -0.174 -0.058 0.010
O 2.645423 -3.992601 5.292959 0.065 -0.042 0.126 -0.048
H -0.618297 6.314142 -3.514731 0.182 0.090 0.355 0.031
C 2.422291 -0.359760 0.107712 0.227 0.126 -0.543 -0.352
H -1.764975 -4.762681 -1.272547 0.027 -0.009 -0.168 0.021
H 2.664371 -7.717675 3.223384 -0.122 0.044 0.154 -0.005
H -3.503074 8.570936 -3.898327 0.030 -0.081 0.012 0.056
H -1.936007 -2.790513 4.907454 -0.011 -0.077 -0.150 0.007
O 3.728711 0.656026 -4.361630 0.090 0.163 0.086 -0.051
H -4.292699 -1.394027 1.159940 -0.077 0.055 -0.057 0.023
O -5.755146 0.002195 2.001074 -0.065 0.309 0.135 -0.041
O -2.725510 -2.727392 -2.332388 -0.078 -0.115 0.329 -0.073
H -4.798718 2.047002 2.200454 0.127 -0.063 0.011 -0.009
O 1.873529 3.348691 -1.028753 -0.843 0.214 0.057 0.126
C -1.355221 0.273893 -0.316185 0.108 0.237 0.584 -0.516
H -1.196757 6.449875 -0.776947 0.074 -0.114 -0.050 0.016
O 4.189832 -2.149204 7.170675 0.034 0.023 -0.008 -0.049
H 3.026431 -3.317943 4.723164 -0.050 -0.021 -0.090 0.027
H -3.783230 8.986443 -5.331377 -0.038 -0.005 0.051 0.049
H 0.074483 -4.238005 0.232936 -0.063 -0.433 -0.179 0.024
C 3.101167 0.993559 0.220419 0.656 -0.153 1.048 -0.090
H -5.435591 -1.328719 -3.355708 0.035 0.028 0.025 0.049
H -2.230586 -1.459744 4.243094 0.013 -0.003 0.021 0.023
H -4.715981 -1.062750 -0.268394 -0.024 -0.064 -0.059 0.014
O -3.217540 8.409953 -4.805178 -0.120 0.207 -0.052 -0.051
O -4.508441 2.905790 2.530829 -0.003 -0.057 -0.046 -0.059
H 4.056196 -1.429238 -0.818231 0.041 0.102 0.137 0.094
H 2.079489 -5.713438 4.031083 0.088 0.197 -0.021 0.030
H -0.330827 2.486270 -2.014196 0.214 -0.033 0.143 0.092
O -5.562855 -1.409967 -2.405149 -0.163 0.101 0.042 -0.044
H -1.427242 2.400778 0.163718 -0.042 0.254 -0.176 0.068
H 1.702830 6.591895 -1.969478 -0.097 0.183 -0.220 0.018
O -2.772218 4.371634 -2.285312 -0.281 -0.235 -0.157 -0.063
O -4.788462 -9.235962 3.130697 -0.025 0.042 0.112 -0.067
H 2.471412 -9.210442 2.960464 0.005 0.069 -0.041 0.021
H -1.166421 -6.007564 -1.907731 0.094 -0.016 -0.014 0.047
O -3.776736 -6.436540 4.180474 0.026 0.004 0.053 -0.035
H 3.126818 -3.895498 6.123416 -0.039 0.123 0.015 0.020
C 0.106272 1.617991 -2.506716 -0.599 -0.166 -0.285 -0.389
F 1.626629 -0.486387 1.255570 -0.144 -0.253 -0.074 -0.022
O -2.190885 9.306216 -7.831445 -0.068 0.059 0.021 -0.049
O 2.235755 -5.880387 3.091999 -0.013 0.120 0.015 -0.057
H 3.815108 -1.310553 6.882853 -0.046 -0.028 0.004 0.046
O -1.000522 -4.651490 3.863699 -0.135 0.206 0.031 -0.051
H 4.462836 -1.997448 8.080727 0.009 -0.042 -0.006 0.044
H 1.725669 8.860044 -3.195925 -0.031 -0.065 0.009 0.048
O -1.054376 5.860719 -0.023658 0.015 0.151 0.037 -0.057
H -2.509322 8.896476 -7.021713 0.175 -0.121 0.002 -0.004
H -1.186810 1.324494 1.536472 -0.021 0.089 -0.102 0.082
O 5.142319 -2.735932 2.527234 -0.039 0.041 0.196 -0.051
O 0.480121 -4.433143 1.085398 0.058 0.362 0.355 -0.043
H -2.588203 2.478746 -3.893936 -0.027 0.169 -0.050 0.011
H -4.454862 -5.919176 3.731783 0.024 -0.005 -0.033 0.060
H 3.703201 3.621278 -4.865444 0.038 0.042 -0.017 0.039
H -3.006134 2.869704 -5.309860 0.025 0.001 0.029 0.035
H -4.689876 -9.983098 3.727742 0.012 -0.011 -0.039 0.030
H 2.629488 9.303947 -2.047935 0.001 -0.029 0.028 0.049
H -6.314361 -2.004930 -2.312652 0.069 -0.045 0.020 0.053
C -0.929543 1.494921 0.485690 0.185 -0.222 0.251 -0.131
O 1.562743 1.621738 -2.454597 -0.284 -0.186 0.353 -0.027
H -6.446115 0.458810 1.507842 -0.036 -0.094 -0.022 0.061
H 2.765834 -2.433487 -0.160548 0.153 -0.021 -0.046 0.081
O 3.272179 1.635934 -1.052873 0.168 -0.435 -0.346 0.026
H -3.301103 4.745706 -1.571947 0.167 -0.093 0.090 0.042
H 3.141787 0.974268 -3.666235 -0.071 -0.182 -0.079 -0.005
C 3.365877 -1.536269 0.019696 -0.590 -0.195 0.281 -0.005
O 3.627116 -11.519219 3.083010 -0.056 -0.016 0.129 -0.063
H 1.780613 -0.349602 -0.775583 -0.258 -0.039 0.233 0.093
H -1.531385 7.474967 -3.954136 -0.083 -0.108 -0.059 0.012
H -3.949247 -6.303925 5.119270 0.007 -0.004 -0.005 0.058
H 3.121400 4.169420 -6.158431 -0.043 -0.075 -0.059 0.044
H 3.881211 -1.678637 0.971482 0.186 0.073 -0.245 0.062
H 5.714085 -2.007952 2.790076 0.059 -0.012 -0.003 0.043
H 1.559326 -5.360157 2.638290 -0.018 -0.354 -0.097 0.007
H 5.680992 1.587792 -1.109286 -0.008 -0.028 -0.063 0.020
H 6.146517 0.226880 -1.597076 0.027 0.048 -0.024 0.039
H 5.162408 -3.348363 3.270700 0.025 -0.100 -0.082 0.038
O -2.331782 2.388111 -4.821446 0.004 -0.083 0.134 -0.065
H -0.890526 -4.608148 2.903858 0.140 -0.011 -0.042 0.017
H -0.313614 5.310851 -0.298996 -0.141 -0.029 0.004 0.005
O 1.271858 5.869407 -2.445920 -0.038 -0.435 0.380 -0.063
H -2.704701 5.089791 -2.926424 0.269 0.161 0.027 0.011
H 3.660684 1.326153 -5.052976 -0.020 -0.061 -0.097 0.004
H -1.089570 -0.617754 0.258116 -0.020 -0.010 -0.211 0.066
O 1.933671 3.726688 1.830738 0.016 0.111 0.026 -0.055
O -2.567354 -2.056817 4.917603 0.045 -0.025 0.007 -0.073
O 2.000469 8.622719 -2.305034 0.073 0.096 0.046 -0.042
O -1.110189 -5.457913 -1.121470 -0.207 0.282 0.079 -0.047
H -3.547624 2.884586 2.460934 -0.069 0.035 -0.004 0.029
O 3.535743 3.385567 -5.784567 0.022 0.034 0.159 -0.047
H -6.004291 0.112410 2.926523 0.025 -0.090 0.008 0.065
H 1.071956 -3.691773 1.252263 0.020 0.103 -0.007 0.041
C 2.164045 2.265685 -1.464687 0.525 0.569 -0.039 -0.581
H 2.067005 4.017010 0.919459 -0.007 -0.114 -0.025 0.005
O -4.033291 -1.514808 0.239960 0.078 -0.128 -0.146 -0.060
H -3.237750 -2.438301 -1.560535 0.045 -0.027 -0.075 -0.001
H 2.565736 1.643995 0.919863 -0.091 -0.028 -0.241 0.113
H 4.527675 -11.823054 3.228263 -0.004 0.021 -0.044 0.033
H 3.473778 -10.876770 3.786960 0.069 0.059 -0.039 0.016
H 1.250931 5.126722 -1.817125 0.193 0.104 -0.468 0.003
H -2.437511 0.257646 -0.435178 0.120 -0.023 -0.134 0.048
H 1.866494 4.532804 2.351157 -0.025 -0.028 0.019 0.042
O 2.734736 -8.590404 3.648694 0.052 -0.212 -0.151 -0.080
O -1.386977 6.836345 -3.245866 -0.136 -0.025 -0.158 -0.061

Please write out number 2 again, unchanged.
14
Properties=species:S:1:pos:R:3:forces:R:3:lowdin_charge:R:1 method="wB97M-V/def2-TZVPD" multiplicity=1 homo_lumo_gap_ha="0.2743 / 0.2743" lumo_ev="-0.01 / 0.00" smiles="C1C2=C(C2)C2=C1OC2" relative_energy_kcal_mol=175.76 homo_energy_ev="-7.47 / -7.47"
H 2.487991 1.122279 -0.725749 0.036 0.018 -0.009 0.094
H 2.169206 0.775316 1.035134 -0.044 -0.056 0.113 0.106
C -0.880064 -0.692417 0.525560 -0.972 2.200 -0.763 -0.034
C -0.785911 1.192554 0.462747 -1.496 -0.633 1.524 -0.007
C 0.287390 -1.538451 0.088651 -0.229 -0.211 -0.010 -0.088
C 0.897258 -0.336624 -0.501243 -0.299 1.532 0.341 -0.108
H -2.347630 1.306805 -1.101721 0.018 -0.082 0.000 0.125
O -1.925270 -0.572728 -0.326078 0.859 -1.493 0.137 -0.033
H 0.852263 -1.996468 0.898721 0.000 0.038 -0.021 0.123
H -2.974624 1.005557 0.549481 0.071 -0.213 -0.126 0.113
C 1.797483 0.732652 0.012643 0.604 0.260 -0.301 -0.039
H -0.026042 -2.274646 -0.650412 -0.042 -0.030 0.006 0.127
C 0.354105 0.968570 -0.267065 1.056 -2.389 -1.273 -0.204
C -2.145397 0.832417 -0.141490 0.438 1.059 0.382 -0.174